# 1
The following is a quantum chemistry calculation of C5H8O2 in the gas phase, from the OMol25 dataset.

HOMO = -8.828 eV
orbital gap = 9.602 eV
LUMO level = 0.028 Ha
E_tot = -345.66065 Eh

The geometry in ORCA input format:
```
! RIJCOSX wB97M-V def2-TZVPD def2/J DEFGRID3
* xyz 0 1
O -2.686 -0.168 0.419
O 1.447 0.781 -1.224
C -1.739 -0.894 -0.108
C 0.544 0.394 1.057
C 0.534 0.055 -0.414
C 1.680 -0.610 -1.036
C -0.862 -0.067 -1.018
H -2.674 0.773 0.121
H -0.799 -0.569 -1.990
H -1.249 0.959 -1.190
H 1.538 -1.231 -1.920
H 2.551 -0.856 -0.429
H 1.564 0.446 1.446
H -0.012 -0.372 1.612
H 0.058 1.363 1.228
*
```

The natural (NBO) scheme yields these atomic charges, measured in e:
1 O -0.630
2 O -0.492
3 C 0.311
4 C -0.639
5 C 0.222
6 C -0.100
7 C -0.586
8 H 0.450
9 H 0.250
10 H 0.177
11 H 0.183
12 H 0.184
13 H 0.227
14 H 0.230
15 H 0.212

# 2
The following is a quantum chemistry calculation of 2 unconnected molecules or ions with the total composition C8H9Cl3NP, from the OMol25 dataset.

HOMO = -8.879 eV
SMILES string = N=P(Cl)(Cl)Cl.C=Cc1ccccc1
orbital gap = 8.585 eV
LUMO level = -0.011 Ha
E_tot = -2086.92534 Eh

The geometry in ORCA input format:
```
! RIJCOSX wB97M-V def2-TZVPD def2/J DEFGRID3
* xyz 0 1
Cl -0.398 -2.354 -1.709
Cl 1.119 -3.289 0.893
Cl 2.709 -3.408 -1.928
P 1.416 -2.173 -0.897
N 2.198 -0.865 -0.845
C -1.465 1.170 -1.554
C 0.246 1.421 0.607
C -1.622 0.393 -0.400
C -0.854 -0.431 1.755
C 0.279 2.361 -0.404
C -0.725 0.448 0.636
C -0.552 2.211 -1.521
C 0.053 -0.801 2.624
H -2.431 -0.396 -0.550
H -0.458 2.863 -2.334
H 1.843 0.027 -0.830
H 1.022 3.001 -0.342
H 0.917 1.435 1.482
H -2.103 1.009 -2.496
H -0.221 -1.378 3.590
H -1.983 -0.606 1.947
H 1.010 -0.639 2.278
*
```

The natural (NBO) scheme yields these atomic charges, measured in e:
1 Cl -0.194
2 Cl -0.266
3 Cl -0.222
4 P 1.518
5 N -1.237
6 C -0.195
7 C -0.197
8 C -0.195
9 C -0.199
10 C -0.208
11 C -0.113
12 C -0.214
13 C -0.378
14 H 0.218
15 H 0.212
16 H 0.407
17 H 0.204
18 H 0.220
19 H 0.220
20 H 0.222
21 H 0.200
22 H 0.195

# 3
The following is a quantum chemistry calculation of C12H13ClOS in the gas phase, from the OMol25 dataset.

HOMO (alpha / beta) = -7.816 / -7.818 eV
orbital gap (alpha / beta) = 7.510 / 7.512 eV
LUMO level (alpha / beta) = -0.011 / -0.011 Ha
E_tot = -1398.48500 Eh

The geometry in ORCA input format:
```
! RIJCOSX wB97M-V def2-TZVPD def2/J DEFGRID3
* xyz 0 1
Cl 4.810 -2.558 -0.205
S -0.829 -0.425 2.286
O -1.674 -1.100 1.308
C 0.913 -1.093 2.021
C -2.315 1.748 -0.131
C 2.377 -1.764 -1.156
C 0.908 0.009 -0.156
C 0.024 1.010 -0.300
C 0.301 -1.029 -2.298
C -0.881 1.951 -0.442
C 3.302 -1.602 -0.113
C -3.202 2.653 -0.566
C 1.693 -0.149 1.150
C 3.062 -0.682 0.935
C 1.234 -0.962 -1.137
H -0.977 -1.229 3.337
H -0.446 -1.906 -2.042
H 1.668 0.874 1.468
H -2.751 3.452 -1.104
H 2.557 -2.486 -1.965
H 3.760 -0.622 1.754
H 0.977 -2.065 1.608
H -4.291 2.675 -0.484
H 1.451 -1.006 3.065
H -0.690 2.905 -0.833
H 0.820 -1.382 -3.209
H -0.448 -0.294 -2.568
H -2.618 0.700 0.077
*
```

The natural (NBO) scheme yields these atomic charges, measured in e:
1 Cl -0.018
2 S 1.119
3 O -1.001
4 C -0.565
5 C -0.222
6 C -0.292
7 C -0.175
8 C 0.243
9 C -0.658
10 C -0.332
11 C 0.001
12 C -0.367
13 C -0.300
14 C -0.223
15 C 0.063
16 H 0.021
17 H 0.234
18 H 0.235
19 H 0.176
20 H 0.237
21 H 0.223
22 H 0.241
23 H 0.211
24 H 0.221
25 H 0.222
26 H 0.221
27 H 0.244
28 H 0.244

# 4
The following is a quantum chemistry calculation of a molecular structure, C46H78F3O32Ti, from the OMol25 dataset.

HOMO (alpha / beta) = -8.889 / -11.674 eV
orbital gap (alpha / beta) = 6.268 / 4.329 eV
⟨S²⟩ = 6.01
LUMO level (alpha / beta) = -0.096 / -0.270 Ha
E_tot = -5355.95315 Eh

The geometry in ORCA input format:
```
! RIJCOSX wB97M-V def2-TZVPD def2/J DEFGRID3
* xyz 1 5
Ti -26.385 -9.546 4.677
F -22.643 -5.700 4.866
F -22.726 -7.403 6.001
F -22.004 -7.495 4.072
O -24.947 -4.164 8.387
O -21.091 -10.832 -1.744
O -27.702 -7.095 -2.456
O -26.228 -5.414 -1.718
O -23.660 -9.581 8.427
O -27.673 -14.920 -0.744
O -28.356 -5.101 1.942
O -23.254 -3.076 7.840
O -18.523 -7.449 5.966
O -30.001 -4.265 0.682
O -21.603 -10.877 0.474
O -24.005 -3.065 9.992
O -26.490 -16.810 -1.160
O -23.420 -12.728 3.360
O -18.990 -9.471 5.352
O -28.004 -9.335 2.568
O -21.993 -3.767 0.501
O -21.694 -6.071 -3.082
O -21.263 -5.408 1.691
O -24.366 -11.662 8.257
O -22.175 -11.218 7.869
O -20.291 -3.300 7.971
O -29.814 -8.538 1.493
O -25.554 -7.433 5.203
O -18.336 -2.990 6.824
O -29.402 -7.888 3.499
O -24.583 -8.397 3.473
O -24.679 -11.182 4.560
O -21.387 -6.970 -5.185
O -17.662 -8.253 3.965
O -27.847 -3.519 0.461
O -23.565 -5.086 1.564
C -23.981 -14.672 2.144
C -24.440 -13.675 3.205
C -19.289 -9.442 6.718
C -24.055 -3.415 8.835
C -30.713 -7.323 3.247
C -20.643 -3.625 0.386
C -26.950 -4.975 1.934
C -19.881 -1.297 9.290
C -24.446 -7.290 4.336
C -25.071 -9.466 8.277
C -28.283 -4.831 -2.767
C -22.956 -6.967 4.825
C -19.304 -7.980 7.055
C -21.196 -6.068 -4.309
C -23.624 -11.591 4.122
C -26.687 -3.625 1.211
C -20.650 -4.769 -4.746
C -26.581 -12.902 -0.018
C -28.832 -4.323 0.964
C -27.283 -5.796 -2.228
C -24.470 -9.525 1.408
C -20.650 -9.886 0.868
C -23.076 -6.911 -1.315
C -20.152 -4.617 1.395
C -22.399 -4.745 1.322
C -22.348 -7.231 -2.566
C -18.340 -8.364 5.042
C -22.371 -10.783 4.318
C -24.738 -4.490 7.034
C -23.305 -10.817 8.121
C -27.498 -16.217 -0.791
C -24.250 -8.172 2.102
C -20.127 -4.101 5.698
C -19.478 -3.448 6.870
C -22.978 -12.166 -1.116
C -23.876 -3.368 6.622
C -25.587 -10.900 8.430
C -26.760 -8.190 -2.199
C -31.071 -8.091 1.965
C -28.966 -8.635 2.488
C -26.551 -14.062 -1.049
C -21.754 -11.300 -0.830
C -28.745 -17.049 -0.455
C -19.680 -2.800 9.166
C -19.239 -10.457 1.054
C -27.251 -8.812 -0.938
H -19.288 -5.194 1.066
H -20.823 -3.420 5.208
H -23.588 -14.171 1.259
H -20.234 -3.274 9.977
H -28.398 -17.864 0.180
H -19.870 -0.745 8.350
H -29.466 -16.373 0.005
H -18.657 -3.171 9.231
H -25.977 -10.884 9.448
H -26.585 -5.031 2.960
H -23.213 -7.868 1.958
H -31.727 -8.916 2.245
H -25.373 -8.939 7.372
H -25.353 -13.148 2.929
H -20.306 -2.638 0.704
H -26.794 -9.781 -0.738
H -20.984 -9.336 1.747
H -30.848 -6.248 3.129
H -23.136 -3.651 5.874
H -28.329 -8.872 -0.790
H -23.073 -7.602 -3.291
H -20.255 -3.818 -0.614
H -20.801 -1.115 9.845
H -24.349 -5.486 6.824
H -22.927 -12.456 -2.165
H -18.523 -9.638 0.984
H -21.528 -11.470 4.384
H -25.451 -8.823 9.072
H -18.452 -9.983 7.157
H -21.199 -4.252 -5.533
H -24.789 -15.287 1.747
H -22.347 -6.925 -0.505
H -26.381 -13.187 1.015
H -24.804 -7.334 1.678
H -19.420 -4.522 4.984
H -23.337 -15.445 2.561
H -22.153 -10.102 3.495
H -25.660 -4.521 6.453
H -20.685 -4.958 6.074
H -24.353 -9.411 0.330
H -27.040 -8.197 -0.063
H -28.303 -4.880 -3.856
H -31.398 -7.619 4.042
H -23.819 -7.651 -1.018
H -26.422 -5.764 1.399
H -22.330 -10.316 5.302
H -20.225 -9.952 6.946
H -25.717 -7.878 -2.146
H -26.825 -8.973 -2.956
H -24.443 -2.498 6.290
H -23.688 -10.173 1.804
H -26.316 -11.174 7.667
H -27.522 -12.358 -0.098
H -31.570 -7.511 1.189
H -25.824 -12.154 -0.253
H -21.694 -8.096 -2.458
H -23.572 -5.941 -1.344
H -28.104 -3.804 -2.451
H -18.980 -11.107 0.219
H -23.923 -11.643 -0.972
H -26.623 -13.735 -2.086
H -19.868 -4.072 2.295
H -22.950 -13.073 -0.511
H -24.733 -14.224 4.100
H -20.654 -9.055 0.163
H -25.631 -14.642 -0.975
H -19.064 -0.922 9.906
H -29.285 -5.203 -2.557
H -18.832 -7.724 8.004
H -20.354 -7.689 7.011
H -20.523 -4.056 -3.931
H -25.437 -9.985 1.613
H -19.633 -4.949 -5.096
H -29.150 -17.532 -1.344
H -24.584 -6.450 3.655
H -19.133 -10.893 2.047
H -26.576 -2.848 1.967
H -25.774 -3.678 0.618
*
```

Mulliken atomic charge list, values in e, 99 entries:
1 Ti 0.225
2 F -0.075
3 F -0.351
4 F -0.050
5 O -0.380
6 O -0.592
7 O -0.370
8 O -0.522
9 O -0.289
10 O -0.313
11 O -0.317
12 O -0.258
13 O -0.279
14 O -0.564
15 O -0.058
16 O -0.605
17 O -0.568
18 O -0.172
19 O -0.295
20 O -0.383
21 O -0.398
22 O -0.145
23 O 0.048
24 O -0.341
25 O -0.566
26 O -0.177
27 O -0.315
28 O -0.713
29 O -0.581
30 O -0.343
31 O 1.623
32 O -0.491
33 O -0.594
34 O -0.662
35 O -0.337
36 O -0.097
37 C -0.841
38 C -0.081
39 C -0.055
40 C 0.676
41 C -0.273
42 C -0.343
43 C 0.591
44 C -1.038
45 C 0.637
46 C 0.396
47 C -1.287
48 C 0.303
49 C 0.086
50 C 0.701
51 C 0.277
52 C -0.302
53 C -1.027
54 C 0.054
55 C 0.489
56 C 0.797
57 C -0.537
58 C 0.806
59 C 0.967
60 C -0.399
61 C 0.131
62 C -0.781
63 C 0.767
64 C 0.524
65 C 0.677
66 C 0.655
67 C 0.721
68 C 1.357
69 C 0.012
70 C -0.015
71 C -0.606
72 C 0.139
73 C -0.268
74 C 0.301
75 C -0.463
76 C 0.628
77 C -0.682
78 C 0.562
79 C -0.970
80 C -0.407
81 C -1.396
82 C -0.452
83 H 0.331
84 H 0.300
85 H -0.081
86 H 0.349
87 H 0.313
88 H 0.303
89 H 0.285
90 H 0.405
91 H 0.273
92 H 0.102
93 H -0.123
94 H 0.282
95 H -0.496
96 H 0.092
97 H 0.313
98 H 0.074
99 H -0.284